Density functional theory data (the ωB97M-V functional and the def2-TZVPD basis) for the ion C5H6N with charge +1 at a distorted geometry.

Computed properties:
SMILES string = C[C@H]1[C@@H]2C3=C[N@+]312
electronic energy = -6757.7564 eV
net charge = +1

Bonds (Å) are listed after each position.
Atoms and positions in Å:
1 C 1.25290 -0.09715 -0.07851  C2 1.496, H7 1.064, H8 1.117, H9 1.105
2 C -0.17831 0.02783 0.33724  C1 1.496, C3 1.632, N6 1.507, H10 1.059
3 C -1.27087 1.10200 -0.22593  C2 1.632, C4 1.365, N6 1.469, H11 1.075
4 C -2.39170 0.56801 0.34081  C3 1.365, C5 1.313, N6 1.775
5 C -2.33971 -0.71740 0.07920  C4 1.313, N6 1.416, H12 1.083
6 N -1.23180 -0.28999 -0.69275  C2 1.507, C3 1.469, C4 1.775, C5 1.416
7 H 1.71010 0.62965 -0.70753  C1 1.064
8 H 1.17587 -1.06798 -0.62629  C1 1.117
9 H 1.89598 -0.33318 0.78802  C1 1.105
10 H -0.43004 -0.30962 1.30842  C2 1.059
11 H -0.85530 2.01057 -0.62307  C3 1.075
12 H -3.11618 -1.46165 0.20572  C5 1.083